w.
Density functional theory data (ωB97M-V/def2-TZVPD) for a 2-piece molecular cluster, C6H15N2 overall.

Last column: Mulliken charge in e.
Atoms and positions in Å:
N1 -2.0090 -1.3574 0.2438  -0.23
N2 0.0026 1.5810 -1.0102  -0.24
C1 -0.1545 0.1221 -0.6851  -0.86
C2 1.4174 1.8596 -1.2769  -0.22
C3 -1.5073 -2.1429 1.3680  -0.83
C4 2.1566 0.9185 -0.3515  -0.85
C5 -1.4711 -0.0337 0.1042  -0.22
C6 1.1844 -0.2704 -0.1007  -0.59
H1 -0.3009 -0.4175 -1.6316  0.61
H2 -0.4280 -2.1820 1.3295  0.25
H3 -2.9903 -1.2781 0.0273  0.30
H4 -0.0396 1.5648 0.2166  0.14
H5 -2.2063 0.5986 -0.3899  0.43
H6 1.1094 -0.5966 0.9564  0.35
H7 -1.9370 -1.7770 2.3072  0.32
H8 -1.2157 0.3751 1.1039  0.08
H9 0.1822 1.1810 1.2007  0.46
H10 -1.9416 -3.1361 1.2221  0.33
H11 2.6221 1.3764 0.5180  0.34
H12 1.5143 -1.1653 -0.6315  0.43
H13 1.5484 2.9301 -1.3223  0.36
H14 1.5128 1.4186 -2.2866  0.32
H15 2.9514 0.4311 -0.9116  0.35

Computed properties:
* LUMO: -7.57 eV
* charge: +1
* Kohn-Sham gap: 5.79 eV

=====

x.
Density functional theory data (ωB97M-V/def2-TZVPD) for a 2-piece molecular cluster, C6H15N2 overall.

Last column: Mulliken charge in e.
Atoms and positions in Å:
N1 -1.0923 -0.5742 -2.0706  -0.52
N2 -3.2910 0.9038 -0.1283  -0.66
C1 0.6205 0.9729 -0.4517  0.01
C2 0.8257 -1.1368 2.1939  -0.97
C3 1.7829 1.8976 -0.4252  -1.09
C4 0.6512 -0.4123 -0.2924  0.64
C5 -0.3095 -1.1686 -0.9873  -0.31
C6 1.4816 -1.1631 0.7936  -0.80
H1 -0.3599 1.4223 -0.5039  0.39
H2 0.5723 -0.0707 2.3955  0.31
H3 -3.1019 0.4762 0.8357  0.22
H4 2.3849 -0.5254 0.9125  0.25
H5 -1.2340 0.4494 -2.0070  0.24
H6 1.9024 -2.1575 0.4584  0.43
H7 2.3087 2.0077 -1.3806  0.32
H8 -4.3196 1.0168 -0.2071  0.27
H9 1.6046 2.8255 0.0989  0.36
H10 2.4750 1.4070 0.1992  0.35
H11 -0.3933 -2.2630 -0.9139  0.43
H12 -0.1165 -1.9197 2.1612  0.23
H13 -0.7286 -0.7857 -2.9930  0.30
H14 -3.0536 0.2154 -0.7812  0.20
H15 1.3904 -1.4177 3.0936  0.39

Computed properties:
* LUMO: -6.47 eV
* charge: +1
* Kohn-Sham gap: 7.07 eV

=====

The least stable of them is w.

=====

w.
Density functional theory data (ωB97M-V/def2-TZVPD) for a 2-piece molecular cluster, C3H8NO overall.

Last column: Mulliken charge in e.
Atoms and positions in Å:
O1 1.6615 -1.0440 1.1932  -0.38
N1 -0.7032 -0.4611 -0.1558  -0.17
C1 -0.2350 -0.2227 -1.5780  -0.76
C2 1.3224 0.0128 1.6084  0.30
C3 -0.3817 0.7511 0.6660  -0.79
H1 -1.7478 -0.7630 -0.2018  0.39
H2 1.4838 0.6452 2.4882  0.36
H3 0.9331 -0.0775 -1.3904  0.31
H4 0.0294 1.6601 0.2247  0.32
H5 -0.0423 -1.2201 0.1969  0.38
H6 -1.1215 1.1113 1.3720  0.40
H7 -0.5748 -1.0550 -2.3518  0.31
H8 -0.6241 0.6630 -2.0716  0.35

Computed properties:
* LUMO: -4.12 eV
* charge: +1
* Kohn-Sham gap: 10.32 eV

=====

x.
Density functional theory data (ωB97M-V/def2-TZVPD) for an isolated ion of composition C3H8NO and charge +1.

Last column: Mulliken charge in e.
Atoms and positions in Å:
O1 -1.7890 -0.4385 -1.3023  -0.37
N1 -0.3875 0.6903 1.0934  -0.39
C1 -1.0927 -1.0066 -0.5187  -0.18
C2 1.2070 0.1898 -0.8547  -1.22
C3 0.1741 -0.3372 0.1037  0.33
H1 0.9985 -0.1203 -1.8684  0.35
H2 2.2017 -0.1020 -0.5215  0.32
H3 0.5181 -1.1189 0.7836  0.30
H4 1.2127 1.2809 -0.8980  0.40
H5 0.1762 1.5198 1.3132  0.34
H6 -0.6041 0.2280 1.9756  0.37
H7 -1.3963 -1.9215 0.0096  0.36
H8 -1.2187 1.1363 0.6846  0.37

Computed properties:
* LUMO: -4.35 eV
* charge: +1
* SMILES: C[C@@H]([NH3+])C=O
* Kohn-Sham gap: 10.65 eV

=====

y.
Density functional theory data (ωB97M-V/def2-TZVPD) for a 2-piece molecular cluster, C3H8NO overall.

Last column: Mulliken charge in e.
Atoms and positions in Å:
O1 -0.1641 -1.5379 0.1827  -0.51
N1 -1.6250 0.4232 0.6451  -0.20
C1 -1.7174 1.4589 -0.1092  -0.13
C2 1.7962 -0.3626 -0.5785  -0.87
C3 1.0388 -1.3053 0.3457  0.19
H1 -1.4792 1.3903 -1.1623  0.28
H2 2.6747 -0.9807 -0.7967  0.32
H3 -2.3264 0.4466 1.3816  0.26
H4 1.5705 -1.9126 1.0799  0.40
H5 2.0897 0.5647 -0.0778  0.32
H6 1.1243 -0.2405 -1.4258  0.30
H7 -2.1533 2.3913 0.2632  0.28
H8 -0.8288 -0.3354 0.2521  0.35

Computed properties:
* LUMO: -5.06 eV
* charge: +1
* Kohn-Sham gap: 10.28 eV

=====

z.
Density functional theory data (ωB97M-V/def2-TZVPD) for a 2-piece molecular cluster, C3H8NO overall.

Last column: Mulliken charge in e.
Atoms and positions in Å:
O1 3.6992 -0.5648 -0.0970  -0.20
N1 -0.7924 -0.4135 0.5626  -0.21
C1 -2.1703 -0.3984 -0.1926  -0.66
C2 0.2185 0.5291 0.0527  -0.67
C3 3.2157 0.4488 -0.2029  0.09
H1 0.4017 0.5240 -1.0905  0.31
H2 0.6578 1.3986 0.5862  0.36
H3 -1.9776 -0.2064 -1.2167  0.31
H4 -0.4853 -1.3787 0.4172  0.39
H5 3.3324 1.4174 -0.7251  0.31
H6 -2.7544 0.4327 0.2680  0.31
H7 -0.9817 -0.3508 1.5284  0.33
H8 -2.3636 -1.4379 0.1098  0.35

Computed properties:
* LUMO (spin up / spin down): -4.98 / -3.46 eV
* charge: +1
* Kohn-Sham gap (spin up / spin down): 6.33 / 10.14 eV

=====

The least stable of them is z.

=====

w.
Density functional theory data (ωB97M-V/def2-TZVPD) for an isolated ion of composition C6H8N3O and charge +1.

Last column: Mulliken charge in e.
Atoms and positions in Å:
O1 1.3621 -0.1123 -0.0861  -0.37
N1 -1.7460 -0.9107 -0.9154  -0.39
N2 0.2581 -2.1428 -0.0122  -0.15
N3 -1.7188 0.2556 -1.4458  -0.19
C1 -0.6415 1.0331 -1.2230  0.32
C2 1.1990 -1.2525 0.7637  0.14
C3 -0.7282 2.5383 -1.5920  -1.11
C4 0.3907 0.5854 -0.4813  0.62
C5 0.6401 -0.6547 2.1235  -1.20
C6 -0.7341 -1.4869 -0.4365  0.50
H1 -0.5491 2.5450 -2.6059  0.33
H2 -1.7875 2.6938 -1.3628  0.36
H3 0.0342 3.1953 -1.0115  0.33
H4 0.4295 -1.3717 2.8846  0.42
H5 2.1814 -1.9154 0.8623  0.35
H6 1.1769 0.2655 2.4140  0.40
H7 0.5561 -3.1020 0.0292  0.29
H8 -0.3229 -0.1630 2.0950  0.37

Computed properties:
* LUMO (spin up / spin down): -6.04 / -6.08 eV
* charge: +1
* Kohn-Sham gap (spin up / spin down): 6.91 / 6.92 eV

=====

x.
Density functional theory data (ωB97M-V/def2-TZVPD) for an isolated ion of composition C6H8N3O and charge +1.

Last column: Mulliken charge in e.
Atoms and positions in Å:
O1 0.6401 -2.1247 -0.7132  -0.46
N1 -0.7185 -1.1340 0.7438  -0.40
N2 -1.3425 -1.3873 -1.5614  -0.50
N3 -0.7205 1.0194 -1.9460  -0.15
C1 -0.4459 -1.4419 -0.4919  0.65
C2 -0.0053 -0.7037 1.7983  -0.10
C3 0.7272 0.4830 1.9040  -0.18
C4 -0.1881 1.4866 -1.0249  0.44
C5 1.0739 1.4851 1.1061  -0.05
C6 0.6356 2.0618 -0.1244  -0.73
H1 0.1193 -1.3486 2.6920  0.38
H2 -1.5880 0.8771 -2.4263  0.33
H3 -1.2757 -1.9546 -2.4199  0.23
H4 -2.2847 -0.9780 -1.3414  0.34
H5 1.2857 -2.2911 -0.0113  0.38
H6 1.2474 2.9213 -0.5196  0.31
H7 1.1355 0.6684 2.9230  0.24
H8 1.7045 2.3612 1.4132  0.27

Computed properties:
* LUMO: -4.99 eV
* charge: +1
* SMILES: N=C=C/C=C\C=N/C(=[NH2+])O
* Kohn-Sham gap: 7.63 eV

=====

The least stable of them is w.

=====

w.
Density functional theory data (ωB97M-V/def2-TZVPD) for an isolated ion of composition C5H9NO and charge +1.

Last column: Mulliken charge in e.
Atoms and positions in Å:
O1 -2.5497 0.8969 -1.7803  -0.35
N1 -0.6480 0.2429 1.0154  0.01
C1 0.6857 -0.0020 -0.8759  -0.82
C2 1.3872 -0.8093 0.2215  -0.57
C3 0.6225 -0.3634 1.5027  -0.47
C4 -1.5427 1.0989 -1.1803  -0.37
C5 -0.8157 0.0241 -0.4095  0.25
H1 1.1080 -1.8357 -0.0225  0.34
H2 -1.3466 -0.9503 -0.4623  0.41
H3 0.7552 -0.3025 -1.9258  0.43
H4 -1.5324 0.1424 1.5186  0.35
H5 0.5559 -1.2698 2.1051  0.30
H6 1.1513 0.4487 2.0103  0.37
H7 0.8805 1.0829 -0.9152  0.42
H8 -1.1552 2.1391 -1.0675  0.35
H9 2.4440 -0.5429 0.2658  0.35

Computed properties:
* LUMO (spin up / spin down): -3.69 / -8.44 eV
* charge: +1
* Kohn-Sham gap (spin up / spin down): 11.11 / 6.28 eV
* expectation value of S²: 0.75
* spin multiplicity: 2

=====

x.
Density functional theory data (ωB97M-V/def2-TZVPD) for a 2-piece molecular cluster, C5H9NO overall.

Last column: Mulliken charge in e.
Atoms and positions in Å:
O1 -1.3636 -0.9270 1.7815  -0.46
N1 0.6144 -0.3575 -0.7562  -0.06
C1 0.1007 0.9170 2.2269  -0.62
C2 1.3405 -1.3556 -1.0630  -0.20
C3 -0.2598 0.4529 -2.8623  -0.62
C4 -0.3918 0.1311 -1.5312  0.23
C5 -1.0969 0.0110 2.4728  0.13
H1 -0.0033 1.8904 2.6934  0.34
H2 -1.1354 0.8033 -3.3920  0.28
H3 0.9196 0.3604 2.6941  0.24
H4 -1.3623 0.1204 -1.0451  0.38
H5 0.3093 0.9679 1.1645  0.10
H6 1.3072 -1.8499 -2.0308  0.30
H7 0.6613 0.2702 -3.4014  0.33
H8 2.0329 -1.7415 -0.3217  0.28
H9 -1.6726 0.3070 3.3705  0.35

Computed properties:
* LUMO (spin up / spin down): -5.23 / -8.64 eV
* charge: +1
* Kohn-Sham gap (spin up / spin down): 7.97 / 4.42 eV
* expectation value of S²: 0.78
* spin multiplicity: 2

=====

The least stable of them is x.

=====

w.
Density functional theory data (ωB97M-V/def2-TZVPD) for a 2-piece molecular cluster, C3HN3O2 overall.

Last column: Mulliken charge in e.
Atoms and positions in Å:
O1 -0.2670 0.0363 -1.8772  -0.42
O2 1.1816 2.7849 0.2860  -0.61
N1 -1.8814 -0.6624 -0.3076  -0.54
N2 0.9929 1.6327 0.2385  0.59
N3 0.9031 -1.9215 1.0937  -0.44
C1 0.9236 -0.8410 0.6502  -0.16
C2 0.9350 0.4791 0.3553  0.60
C3 -0.9569 -0.3328 -1.0080  0.65
H1 -1.8309 -1.1753 0.5692  0.33

Computed properties:
* LUMO: -0.53 eV
* charge: 0
* SMILES: N#CC#[N+][O-].N=C=O
* Kohn-Sham gap: 10.26 eV

=====

x.
Density functional theory data (ωB97M-V/def2-TZVPD) for a single C3HN3O2 molecule.

Last column: Mulliken charge in e.
Atoms and positions in Å:
O1 -0.8150 1.9899 -0.0741  -0.58
O2 -1.7324 -0.0669 0.0834  -0.13
N1 1.7213 0.0292 0.0513  0.60
N2 2.8279 0.1084 -0.0203  -0.57
N3 -1.3756 -1.3700 -0.0286  -0.33
C1 -0.6969 0.7901 0.0102  0.38
C2 0.4335 -0.1339 0.0790  0.44
C3 -0.0968 -1.3770 -0.0877  -0.17
H1 0.3245 -2.4332 -0.1005  0.36

Computed properties:
* LUMO: -0.54 eV
* charge: 0
* Kohn-Sham gap: 8.92 eV

=====

The least stable of them is w.

=====

w.
Density functional theory data (ωB97M-V/def2-TZVPD) for C7H10O2 as an isolated structure.

Last column: Mulliken charge in e.
Atoms and positions in Å:
O1 -1.4736 0.5046 -2.1867  -0.60
O2 1.0423 1.1192 1.7222  -0.58
C1 -1.1842 0.8434 0.3431  -0.50
C2 0.3788 0.4607 0.6636  0.19
C3 -0.7345 0.2655 -1.0425  0.18
C4 0.9749 -1.9323 1.4233  -1.42
C5 -0.3388 -1.1342 -0.6517  -0.83
C6 0.6794 0.8990 -0.8559  -0.45
C7 0.3207 -1.0139 0.4836  0.60
H1 0.8105 2.0080 -0.9736  0.30
H2 0.5740 -1.7850 2.4603  0.28
H3 1.4744 0.3203 -1.3558  0.34
H4 -1.5362 1.8857 0.3403  0.37
H5 -1.8260 0.1087 0.8077  0.34
H6 -0.9427 0.0385 -2.8200  0.36
H7 0.9284 -3.0038 1.0999  0.36
H8 1.9271 0.8209 1.7050  0.33
H9 2.0171 -1.6951 1.4954  0.32
H10 -0.5549 -2.0179 -1.2237  0.42

Computed properties:
* LUMO: 0.71 eV
* charge: 0
* Kohn-Sham gap: 9.52 eV

=====

x.
Density functional theory data (ωB97M-V/def2-TZVPD) for a 2-piece molecular cluster, C7H10O2 overall.

Last column: Mulliken charge in e.
Atoms and positions in Å:
O1 -2.1372 2.2217 -1.3990  -0.50
O2 1.8859 -0.1430 -1.0231  -0.60
C1 0.9769 -2.6029 0.6597  -0.73
C2 0.9619 0.3097 -0.3382  0.86
C3 -1.2869 -1.3869 0.4395  -0.71
C4 -1.0662 1.7964 -0.7137  0.19
C5 -0.2890 0.7505 -1.0458  -0.82
C6 1.2849 1.0676 0.9428  -1.35
C7 -0.0165 -1.7563 0.5515  0.41
H1 1.5153 2.1075 0.7065  0.42
H2 2.1596 0.6143 1.3968  0.30
H3 -1.7620 -0.7601 1.1853  0.27
H4 -0.9120 2.3879 0.1779  0.36
H5 0.8612 -3.5599 1.1422  0.29
H6 -0.4241 0.2769 -2.0130  0.34
H7 -1.9275 -1.7658 -0.3478  0.27
H8 -2.2228 1.7291 -2.2288  0.31
H9 1.9459 -2.3296 0.2675  0.30
H10 0.4527 1.0429 1.6398  0.37

Computed properties:
* LUMO: 0.42 eV
* charge: 0
* SMILES: CC(=O)/C=C/O.C=C=C
* Kohn-Sham gap: 9.20 eV

=====

The least stable of them is x.